This record from OMol25 describes the molecule C22H29N3O5. The level of theory is ωB97M-V/def2-TZVPD.

Last columns: bonded neighbours and bond lengths (Å).
Atoms and positions in Å:
1 C -5.1136 -2.0787 0.2825  O2 1.409, H57 1.096, H58 1.088, H59 1.095
2 O -4.4553 -1.1251 -0.5186  C1 1.409, C3 1.409
3 C -5.2848 -0.4434 -1.4305  O2 1.409, C4 1.541, H55 1.099, H56 1.093
4 C -6.2152 0.5892 -0.7642  C3 1.541, N5 1.443, H53 1.092, H54 1.092
5 N -5.4718 1.4316 0.1415  C4 1.443, C6 1.347, H52 1.011
6 C -4.7706 2.4987 -0.2875  N5 1.347, O7 1.212, C8 1.536
7 O -4.8946 3.0157 -1.3762  C6 1.212
8 C -3.7997 3.0311 0.7774  C6 1.536, O9 1.410, H50 1.094, H51 1.096
9 O -3.2834 1.9947 1.5825  C8 1.410, C10 1.360
10 C -2.5792 1.0018 0.9771  O9 1.360, C11 1.350, C15 1.481
11 C -2.1066 1.0367 -0.2868  C10 1.350, O12 1.347, H49 1.080
12 O -1.4161 0.0286 -0.8534  C11 1.347, C13 1.339
13 C -1.1850 -1.0805 -0.1394  O12 1.339, C14 1.350, C18 1.511
14 C -1.6215 -1.2296 1.1294  C13 1.350, C15 1.449, H17 1.078
15 C -2.4032 -0.2138 1.8042  C10 1.481, C14 1.449, O16 1.219
16 O -2.8965 -0.3434 2.9116  C15 1.219
17 H -1.4352 -2.1465 1.6649  C14 1.078
18 C -0.3294 -2.0878 -0.8716  C13 1.511, N19 1.451, H47 1.092, H48 1.093
19 N 1.0946 -1.9325 -0.6417  C18 1.451, C20 1.451, C24 1.449
20 C 1.6243 -0.6495 -1.0636  N19 1.451, C21 1.524, H45 1.092, H46 1.103
21 C 3.1468 -0.7078 -1.0228  C20 1.524, N22 1.450, H43 1.092, H44 1.105
22 N 3.5830 -0.9881 0.3318  C21 1.450, C23 1.449, C29 1.453
23 C 3.0446 -2.2645 0.7559  N22 1.449, C24 1.526, H27 1.093, H28 1.105
24 C 1.5196 -2.2148 0.7151  N19 1.449, C23 1.526, H25 1.092, H26 1.102
25 H 1.1160 -3.1841 1.0160  C24 1.092
26 H 1.1706 -1.4477 1.4256  C24 1.102
27 H 3.3731 -2.4638 1.7789  C23 1.093
28 H 3.3934 -3.0876 0.1064  C23 1.105
29 C 5.0289 -0.9252 0.4572  N22 1.453, C30 1.505, H41 1.096, H42 1.105
30 C 5.5272 0.4811 0.2612  C29 1.505, C31 1.390, C35 1.387
31 C 4.8888 1.5325 0.9086  C30 1.390, C32 1.382, H40 1.079
32 C 5.3352 2.8307 0.7468  C31 1.382, C33 1.386, H39 1.080
33 C 6.4305 3.0938 -0.0598  C32 1.386, C34 1.384, H38 1.080
34 C 7.0726 2.0523 -0.7059  C33 1.384, C35 1.385, H37 1.080
35 C 6.6203 0.7530 -0.5486  C30 1.387, C34 1.385, H36 1.081
36 H 7.1231 -0.0567 -1.0592  C35 1.081
37 H 7.9262 2.2511 -1.3376  C34 1.080
38 H 6.7815 4.1076 -0.1847  C33 1.080
39 H 4.8305 3.6411 1.2525  C32 1.080
40 H 4.0338 1.3166 1.5308  C31 1.079
41 H 5.2858 -1.2516 1.4711  C29 1.096
42 H 5.5326 -1.6063 -0.2530  C29 1.105
43 H 3.5611 0.2542 -1.3319  C21 1.092
44 H 3.4961 -1.4862 -1.7250  C21 1.105
45 H 1.2889 -0.4466 -2.0827  C20 1.092
46 H 1.2885 0.1720 -0.4093  C20 1.103
47 H -0.6112 -3.0971 -0.5652  C18 1.092
48 H -0.5051 -1.9770 -1.9450  C18 1.093
49 H -2.2419 1.8566 -0.9765  C11 1.080
50 H -4.3410 3.6881 1.4640  C8 1.094
51 H -3.0084 3.6111 0.2893  C8 1.096
52 H -5.1992 1.0228 1.0253  N5 1.011
53 H -7.0162 0.0982 -0.2085  C4 1.092
54 H -6.6466 1.2241 -1.5404  C4 1.092
55 H -5.8857 -1.1526 -2.0172  C3 1.099
56 H -4.5965 0.0809 -2.0978  C3 1.093
57 H -5.6377 -2.8164 -0.3365  C1 1.096
58 H -4.3374 -2.5727 0.8629  C1 1.088
59 H -5.8291 -1.6181 0.9709  C1 1.095

Values from the calculation:
HOMO = -8.821 eV
E_tot = -1396.14985 Eh
LUMO level = 0.7 eV
HOMO-LUMO gap = 9.4822 eV
Energy above the lowest of the compared OMol25 structures with the same formula, charge and spin = 421.8 kJ/mol
SMILES = COCCNC(=O)COc1coc(CN2CCN(Cc3ccccc3)CC2)cc1=O

Here are the natural (NBO) charges for atoms 1 to 4, given in e:
1 C -0.252
2 O -0.553
3 C -0.071
4 C -0.259